Entry from OMol25: the molecule C14H15N3O3S (the ωB97M-V functional and the def2-TZVPD basis).

```
36
Properties=species:S:1:pos:R:3:lowdin_charge:R:1
C 0.934 1.847 -1.123 -0.033
C 2.304 1.391 -0.704 -0.208
C 3.381 2.261 -0.783 -0.052
C 4.653 1.870 -0.401 -0.092
C 4.862 0.587 0.070 -0.081
C 3.806 -0.302 0.158 -0.008
C 2.530 0.093 -0.226 -0.170
N 1.434 -0.781 -0.158 0.124
C 1.352 -2.012 0.383 -0.517
O 2.247 -2.630 0.914 0.072
C -0.046 -2.638 0.332 -0.341
S -1.206 -2.010 -0.912 1.037
C -1.867 -0.609 -0.076 -0.592
N -1.349 -0.288 1.070 0.110
C -1.848 0.801 1.706 -0.384
O -1.283 1.097 2.879 0.109
C -2.851 1.559 1.179 0.073
C -3.430 1.225 -0.081 -0.425
O -4.318 1.809 -0.662 0.061
N -2.854 0.061 -0.686 -0.038
C -3.371 -0.367 -1.964 -0.055
H 0.226 1.782 -0.295 0.075
H 0.970 2.884 -1.447 0.082
H 0.556 1.251 -1.955 0.088
H 3.219 3.264 -1.150 0.108
H 5.474 2.566 -0.473 0.100
H 5.849 0.270 0.371 0.103
H 3.961 -1.302 0.527 0.100
H 0.579 -0.400 -0.537 0.060
H -0.519 -2.506 1.306 0.086
H 0.064 -3.704 0.131 0.087
H -0.591 0.448 3.071 0.124
H -3.227 2.422 1.700 0.125
H -2.584 -0.348 -2.720 0.088
H -4.163 0.330 -2.235 0.094
H -3.772 -1.379 -1.893 0.089
```

The calculation puts the energy above the lowest of the compared OMol25 structures with the same formula, charge and spin at 0.083 eV. The value obtained for the largest force on an atom is 0.70 eV Å⁻¹. As for the SMILES: Cc1ccccc1NC(=O)CSc1nc(O)cc(=O)n1C. The calculation puts the HOMO-LUMO gap at 8.9 eV. The value obtained for the LUMO energy is 0.4 eV. For the highest occupied orbital energy, the calculation gives -8.5794 eV.